i:
Entry from the OMol25 dataset: 4 unconnected molecules or ions with the total composition C3H12O4 (ωB97M-V with the def2-TZVPD basis set).

The value obtained for the HOMO-LUMO gap is 10.595 eV. The value obtained for the HOMO energy is -10.12 eV. For the LUMO energy, the calculation gives 0.0175 Eh. The molecular weight comes out at 112.12 Da. Its charge is 0.

Geometry (Å):
C 0.9791 -3.2779 0.4991
C 1.6802 -2.1409 1.2535
C 2.0652 -1.0708 0.2714
O 1.5138 -0.0236 0.0631
H -0.0369 -3.0116 0.2179
H 1.0761 -4.2021 1.0596
H 1.5522 -3.4678 -0.4194
H 1.0643 -1.7604 2.0649
H 2.5393 -2.6265 1.7226
H 3.0306 -1.2569 -0.2465
O -0.1276 4.4581 -1.6478
H -0.7050 4.2609 -2.4146
H -0.4130 3.9426 -0.8992
O -3.9091 0.4135 1.6085
H -4.2554 0.1326 0.7611
H -3.5707 1.3004 1.4072
O -0.7882 0.7660 -1.5405
H -0.9527 0.3035 -0.7208
H -0.1832 0.2606 -2.0879


ii:
Entry from the OMol25 dataset: 3 unconnected molecules or ions with the total composition C3H12O4 (ωB97M-V with the def2-TZVPD basis set).

The value obtained for the HOMO-LUMO gap is 10.937 eV. The value obtained for the HOMO energy is -10.40 eV. For the LUMO energy, the calculation gives 0.0195 Eh. The molecular weight comes out at 112.12 Da. Its charge is 0.

Geometry (Å):
O -2.5684 0.0051 -1.4482
C -1.4425 -0.3019 -0.6369
C -0.2446 0.4695 -1.1608
C 0.9378 0.3125 -0.2395
O 2.0266 1.2064 -0.5521
H -3.0813 -0.7942 -1.5941
H -1.2935 -1.3860 -0.6079
H -1.6217 -0.0234 0.4158
H -0.5754 1.5030 -1.2547
H -0.0063 0.0877 -2.1618
H 1.3253 -0.7015 -0.2391
H 0.6716 0.5418 0.8076
H 1.9842 1.3469 -1.5085
O 0.2054 -3.5062 2.1392
H -0.1777 -4.0003 1.4070
H 0.4309 -4.1870 2.7813
O 0.8657 3.4258 1.2574
H 0.9442 2.7386 1.9279
H 1.6198 3.2631 0.6675


iii:
Entry from the OMol25 dataset: 4 unconnected molecules or ions with the total composition C3H12O4 (ωB97M-V with the def2-TZVPD basis set).

The value obtained for the HOMO-LUMO gap is 9.713 eV. The value obtained for the HOMO energy is -8.89 eV. For the LUMO energy, the calculation gives 0.0304 Eh. The molecular weight comes out at 112.12 Da. Its charge is 0.

Geometry (Å):
C 0.1360 1.8650 -1.3772
C 1.2315 1.9628 -2.1152
C 2.5003 2.3177 -1.5293
O 1.4183 1.8354 -3.4884
H -0.0549 2.0708 -0.4165
H -0.8650 1.5081 -1.6465
H 2.6074 3.3512 -1.0666
H 2.8339 1.4987 -0.8159
H 3.2644 2.6324 -2.4052
H 2.1644 2.2452 -3.7944
O -6.2894 -1.1357 2.5005
H -7.1176 -0.8788 2.0776
H -5.6954 -0.3671 2.6762
O 2.8566 0.8667 4.3745
H 3.3942 0.3952 5.1156
H 2.9064 1.7157 4.6901
O -1.0010 -6.3463 -0.2334
H -1.4873 -5.6842 0.2040
H -1.0341 -7.1201 0.2857


iv:
Entry from the OMol25 dataset: 3 unconnected molecules or ions with the total composition C3H12O4 (ωB97M-V with the def2-TZVPD basis set).

The value obtained for the HOMO-LUMO gap is 10.260 eV. The value obtained for the HOMO energy is -10.13 eV. For the LUMO energy, the calculation gives 0.0049 Eh. The molecular weight comes out at 112.12 Da. Its charge is 0.

Geometry (Å):
O -0.8325 0.7495 -3.8305
C -0.5996 0.9974 -2.4202
C 0.0805 -0.3384 -1.9803
C -0.8228 -1.2872 -1.2626
O -0.2725 -1.5106 0.0392
H -0.1385 0.1090 -4.0835
H 0.0908 1.9376 -2.3384
H -1.4241 1.1947 -1.8438
H 0.2413 -1.0719 -2.8205
H 0.9361 -0.4088 -1.3843
H -1.8027 -0.8558 -1.0606
H -1.1304 -2.2847 -1.5993
H 0.0970 -0.6591 0.5615
O -2.2515 0.6309 3.3489
H -1.9409 -0.1335 2.7972
H -1.5842 0.5749 4.0625
O 3.9788 1.0791 4.4615
H 3.3389 1.0672 5.1945
H 4.0362 0.2095 4.1588


The winner here is ii, beating the second structure by 2.4 kcal/mol.


i:
Entry from the OMol25 dataset: a gas-phase ion, C4H6NO3 (charge -1) (ωB97M-V with the def2-TZVPD basis set).

The value obtained for the HOMO-LUMO gap is 8.064 eV. The value obtained for the HOMO energy is -4.15 eV. For the LUMO energy, the calculation gives 0.1437 Eh. The molecular weight comes out at 116.10 Da. Its charge is -1.

Geometry (Å):
N 1.3800 1.4233 -0.8582
C 1.3214 0.3870 0.0536
O 2.0455 0.4837 1.0403
C 0.4833 -0.8234 -0.2277
C -0.6635 -0.7937 0.7763
C -1.9491 -0.0540 0.1352
O -1.7871 0.4829 -0.9811
O -2.9967 -0.1693 0.8060
H 0.6626 1.5255 -1.5663
H 2.0277 2.1314 -0.5699
H -0.0734 -0.8449 -1.1652
H 1.0683 -1.7436 -0.1498
H -0.4599 -0.2267 1.6861
H -1.0591 -1.7782 1.0206


ii:
Entry from the OMol25 dataset: a gas-phase ion, C4H6NO3 (charge -1) (ωB97M-V with the def2-TZVPD basis set).

The value obtained for the HOMO-LUMO gap is 8.297 eV. The value obtained for the HOMO energy is -4.43 eV. For the LUMO energy, the calculation gives 0.1422 Eh. The molecular weight comes out at 116.10 Da. Its charge is -1.

Geometry (Å):
C -0.8644 0.6280 -1.1963
C 0.0568 -0.2841 -0.3840
N 0.1414 0.1472 0.9970
C 0.9805 1.0996 1.4131
O 1.6321 1.8734 0.7093
C -0.2187 -1.8717 -0.2904
O -1.0898 -2.1561 0.5604
O 0.4942 -2.6106 -0.9792
H -0.9295 0.3394 -2.2424
H -0.3071 1.5728 -1.1997
H -1.8446 0.7234 -0.7360
H 1.0547 -0.2290 -0.8275
H -0.2228 -0.4905 1.6740
H 1.1171 1.2581 2.5016


The winner here is i, beating the second structure by 3.2 kcal/mol.


i:
Entry from the OMol25 dataset: a single C6H9NO2S molecule (ωB97M-V with the def2-TZVPD basis set).

As for the spin multiplicity: 3. The value obtained for the HOMO-LUMO gap (alpha / beta) is 5.296 / 8.036 eV. As for the expectation value of S²: 2.01. The value obtained for the HOMO energy (alpha / beta) is -4.89 / -10.44 eV. For the LUMO energy (alpha / beta), the calculation gives 0.0149 / -0.0884 Eh. The molecular weight comes out at 159.21 Da. Its charge is 0.

Geometry (Å):
C -0.4308 -0.4724 -1.8217
C 0.4691 0.2022 -1.1357
C 0.7444 -0.3552 0.2307
C -0.2624 -1.5620 0.5672
C 1.3979 1.2589 -1.5496
C -1.2062 -0.9453 1.6792
N 2.0820 -0.8966 0.2168
O 2.8090 -0.4379 1.0383
O 2.3504 -1.8174 -0.5644
S -1.0867 -1.9134 -1.0430
H -0.9046 -0.1217 -2.8080
H 0.6879 0.4964 0.8081
H 0.3349 -2.4065 0.9589
H 1.8090 1.6536 -0.5764
H 1.0394 1.9370 -2.3222
H 2.3283 0.6979 -1.9264
H -1.7111 -0.1387 1.3644
H -0.3398 -0.6675 2.4036
H -1.8824 -1.6912 2.0137


ii:
Entry from the OMol25 dataset: a single C6H9NO2S molecule (ωB97M-V with the def2-TZVPD basis set).

As for the spin multiplicity: 3. The value obtained for the HOMO-LUMO gap (alpha / beta) is 6.701 / 6.355 eV. As for the expectation value of S²: 2.01. The value obtained for the HOMO energy (alpha / beta) is -6.09 / -9.63 eV. For the LUMO energy (alpha / beta), the calculation gives 0.0226 / -0.1202 Eh. The molecular weight comes out at 159.21 Da. Its charge is 0.

Geometry (Å):
C 3.1205 -0.0886 0.4526
C -0.2741 -1.3406 -0.9402
C -1.2563 -0.7425 0.0106
C -1.9932 0.3269 -0.2231
C 1.7172 -0.0021 -0.2750
C -2.8398 1.2021 0.7366
N 1.0594 -1.1218 -0.3974
O 3.7137 1.0890 0.5590
O 3.5257 -1.1888 0.7421
S 1.1717 1.4715 -0.7031
H -0.2626 -2.4646 -0.8963
H -0.5287 -0.8712 -1.9836
H -1.0765 -1.1802 0.9567
H -1.9542 0.6381 -1.2364
H -3.1102 0.7552 1.6762
H -3.6325 1.8177 0.4237
H -2.0408 1.8925 1.0612
H 3.0579 1.6957 0.0793
H 1.6029 -1.8884 -0.0430


The winner here is ii, beating the second structure by 90.1 kcal/mol.


i:
Entry from the OMol25 dataset: a single C10H15NO2 molecule (ωB97M-V with the def2-TZVPD basis set).

The value obtained for the HOMO-LUMO gap is 7.587 eV. The value obtained for the HOMO energy is -6.85 eV. For the LUMO energy, the calculation gives 0.0270 Eh. The molecular weight comes out at 181.24 Da. Its charge is 0.

Geometry (Å):
C 1.1276 -2.0058 -1.9161
C 1.2191 -1.5354 -0.6479
C 0.8116 -0.1611 -0.2758
C 1.2158 0.9393 -1.4128
C 1.4811 0.1675 1.1041
C 1.2479 1.5134 1.7475
N -0.8440 -0.0260 0.1029
C -1.6221 -1.1539 0.4051
O -1.0950 -2.4183 0.4820
C -2.9468 -0.7743 0.4863
C -2.9364 0.6371 0.2388
C -1.6493 1.0455 0.0364
O -1.2228 2.2831 -0.2704
H 1.4808 -2.9549 -2.2675
H 0.6861 -1.2847 -2.6620
H 1.6081 -2.0389 0.1628
H 0.5193 1.0563 -2.3135
H 2.0757 0.5413 -1.9372
H 1.1544 1.8685 -0.9385
H 2.5567 0.1424 1.0429
H 1.2011 -0.5297 1.7856
H 0.1449 1.7629 1.8346
H 1.7499 1.5295 2.7489
H 1.7332 2.3016 1.2483
H -1.8689 -3.0250 0.5228
H -3.6800 -1.5604 0.6202
H -3.8140 1.3041 0.4507
H -0.3340 2.3759 -0.3778


ii:
Entry from the OMol25 dataset: 2 unconnected molecules or ions with the total composition C10H15NO2 (ωB97M-V with the def2-TZVPD basis set).

The value obtained for the HOMO-LUMO gap is 9.260 eV. The value obtained for the HOMO energy is -8.74 eV. For the LUMO energy, the calculation gives 0.0190 Eh. The molecular weight comes out at 181.24 Da. Its charge is 0.

Geometry (Å):
C 2.2840 -1.0138 2.3553
C 1.5575 0.0983 1.7410
C 1.8178 0.5030 0.4183
C 1.0828 1.5489 -0.2359
C 0.1663 2.2298 0.5941
O -0.4907 3.2735 0.1258
C -0.2139 1.7660 1.8206
C 0.4142 0.6794 2.3702
H 2.1409 -1.1774 3.4967
H 3.3674 -1.0633 2.1015
H 1.9407 -2.0366 2.2430
H 2.6635 0.1533 -0.2469
H 1.3830 1.8774 -1.2438
H 0.3249 3.8753 -0.1898
H -0.9148 2.3423 2.5006
H 0.2621 0.3066 3.4011
C -0.7709 -2.4992 -2.6262
C -0.9427 -1.3083 -1.7092
C -2.3417 -0.7140 -1.5331
N -2.2797 0.5001 -0.8961
O -3.3979 -1.1771 -1.7347
H -0.5881 -2.1103 -3.6598
H -1.8075 -2.8829 -2.7200
H 0.0784 -3.0356 -2.2108
H -0.5911 -1.5954 -0.6609
H -0.3493 -0.5405 -2.2661
H -3.2028 0.8714 -0.5288
H -1.5925 1.1289 -0.7059


The winner here is ii, beating the second structure by 41.7 kcal/mol.


i:
Entry from the OMol25 dataset: 2 unconnected molecules or ions with the total composition CH4BrN2O (ωB97M-V with the def2-TZVPD basis set).

The value obtained for the HOMO-LUMO gap (alpha / beta) is 8.146 / 8.152 eV. The value obtained for the HOMO energy (alpha / beta) is -14.59 / -14.59 eV. For the LUMO energy (alpha / beta), the calculation gives -0.2368 / -0.2366 Eh. The molecular weight comes out at 139.96 Da. Its charge is +1.

Geometry (Å):
C -0.4234 -0.4321 0.1523
N 1.4237 1.0175 -0.4401
N -0.5568 -1.6322 0.5629
O 0.6807 2.0706 -0.4811
Br -2.0075 0.5001 -0.2406
H 1.8490 0.9251 0.4934
H 0.2451 -2.3326 0.7825
H -1.4255 -2.2224 0.4540
H 0.2147 2.1059 -1.2833


ii:
Entry from the OMol25 dataset: 2 unconnected molecules or ions with the total composition CH4BrN2O (ωB97M-V with the def2-TZVPD basis set).

The value obtained for the HOMO-LUMO gap (alpha / beta) is 9.545 / 6.834 eV. The value obtained for the HOMO energy (alpha / beta) is -14.74 / -13.86 eV. For the LUMO energy (alpha / beta), the calculation gives -0.1909 / -0.2581 Eh. The molecular weight comes out at 139.96 Da. Its charge is +1.

Geometry (Å):
C -0.3935 0.3979 -0.6341
N 0.2709 -1.2406 1.5526
N -1.1072 0.6618 -1.6824
O 1.2904 -0.4355 1.6282
Br 0.9851 1.4243 -0.0678
H -0.5885 -1.0751 2.1300
H -1.6497 -0.1102 -2.1201
H -0.8737 1.4935 -2.1811
H 2.0663 -1.1162 1.3748


The winner here is i, beating the second structure by 26.3 kcal/mol.


i:
Entry from the OMol25 dataset: a gas-phase ion, C4H10NO2 (charge +1) (ωB97M-V with the def2-TZVPD basis set).

The value obtained for the HOMO-LUMO gap is 12.362 eV. The value obtained for the HOMO energy is -15.22 eV. For the LUMO energy, the calculation gives -0.1049 Eh. The molecular weight comes out at 104.13 Da. Its charge is +1.

Geometry (Å):
C -2.5609 -0.2012 0.3413
C -0.9111 0.1943 -0.5048
C 1.2999 -1.1847 0.1937
C 1.5115 1.2036 -0.2400
N 0.6332 0.2015 0.3094
O -1.4777 -0.9743 -0.2353
O -1.8031 0.9680 0.1638
H -3.3852 -0.1704 -0.4451
H -2.7776 -0.6425 1.3900
H -0.5830 0.5352 -1.4370
H 1.4542 -1.3678 -0.9425
H 2.2757 -1.1188 0.6873
H 0.7834 -2.0209 0.6760
H 1.8731 0.5733 -1.0732
H 1.0400 2.2573 -0.5311
H 2.3414 1.4109 0.4167
H 0.2863 0.3367 1.2309


ii:
Entry from the OMol25 dataset: a gas-phase ion, C4H10NO2 (charge +1) (ωB97M-V with the def2-TZVPD basis set).

The value obtained for the HOMO-LUMO gap is 10.520 eV. The value obtained for the HOMO energy is -14.29 eV. For the LUMO energy, the calculation gives -0.1387 Eh. The molecular weight comes out at 104.13 Da. Its charge is +1.

Geometry (Å):
N 0.9133 0.6801 -0.9890
C 0.5134 -0.2830 0.1573
C 0.0335 0.6281 1.2685
O 1.1236 1.3736 1.7233
C -0.4276 -1.3873 -0.2350
C -1.6207 -0.8750 -1.0913
O -2.4019 -0.0597 -0.7113
H 0.9063 0.1723 -1.8616
H 0.3067 1.4979 -1.0599
H 1.8416 1.0690 -0.7846
H 1.4944 -0.7026 0.4022
H -0.7551 1.2154 0.7813
H -0.5025 0.0899 2.0506
H 0.8603 1.8731 2.4727
H -0.8220 -1.8455 0.6787
H 0.0990 -2.2492 -0.6505
H -1.5622 -1.1972 -2.1513


The winner here is ii, beating the second structure by 43.9 kcal/mol.